{"formula": "C27H49F2FeNO2Si2", "method": "wB97M-V/def2-TZVPD", "symbols": ["O", "O", "C", "C", "H", "H", "H", "H", "H", "C", "C", "H", "H", "H", "H", "H", "C", "C", "C", "H", "H", "H", "H", "H", "C", "H", "H", "H", "H", "H", "H", "Fe", "C", "Si", "H", "H", "C", "C", "C", "C", "Si", "H", "H", "C", "C", "C", "H", "H", "H", "H", "H", "H", "H", "H", "H", "H", "H", "H", "H", "H", "H", "H", "H", "H", "F", "C", "C", "C", "C", "C", "F", "C", "C", "C", "C", "C", "C", "N", "H", "H", "H", "H", "H", "H"], "positions_angstrom": [[1.78921, -0.59576, -2.16883], [-3.38042, 0.75366, -3.93029], [2.13377, 0.73455, -2.60125], [3.51876, 0.88264, -3.22022], [2.05686, 1.32413, -1.68080], [1.39358, 1.09838, -3.33123], [4.33500, 0.71195, -2.51105], [3.63039, 1.92105, -3.55062], [3.63499, 0.23420, -4.09889], [0.57464, -1.13912, -2.70733], [0.22138, -0.86769, -4.16541], [-0.23489, -0.73691, -2.09027], [0.62045, -2.23111, -2.51826], [-0.53459, -0.06746, -4.20994], [-0.23904, -1.76761, -4.59080], [1.07877, -0.58966, -4.78555], [-3.77014, -0.07879, -2.85251], [-3.26356, 2.12140, -3.56624], [-3.77864, -1.51462, -3.33992], [-4.78057, 0.19025, -2.49135], [-3.06898, 0.05526, -2.00520], [-4.27333, -1.59521, -4.31234], [-4.30476, -2.16375, -2.63634], [-2.74298, -1.85516, -3.44473], [-3.31721, 2.94377, -4.83838], [-2.29617, 2.26801, -3.04701], [-4.07195, 2.44152, -2.88172], [-2.45842, 2.72024, -5.47374], [-3.31049, 4.00955, -4.61542], [-4.22481, 2.70962, -5.40071], [-2.06833, 0.58103, 0.89627], [1.97893, -1.12294, 1.11645], [-1.70118, 1.47069, 0.41913], [-1.84861, 3.00764, 1.50658], [-0.64527, 1.22334, 0.20793], [-2.23686, 1.55497, -0.53445], [-1.58580, 4.60503, 0.51101], [-0.60911, 2.97814, 2.93039], [-3.67770, 3.12007, 1.98940], [3.04687, -2.40141, 0.14729], [1.76669, -3.75941, 0.26355], [3.99576, -2.62945, 0.67945], [3.32951, -2.05465, -0.86875], [2.18229, -4.95998, -1.11743], [-0.01836, -3.21463, -0.04521], [1.84067, -4.51642, 1.97321], [-4.35400, 2.91015, 1.13821], [-3.92025, 4.15085, 2.34876], [-3.95420, 2.42215, 2.80060], [-0.52263, 4.78855, 0.30291], [-1.98606, 5.45378, 1.09381], [-2.11969, 4.58281, -0.45314], [0.43516, 3.03075, 2.58956], [-0.68246, 2.07942, 3.56000], [-0.78206, 3.85288, 3.57697], [-0.43100, -3.83726, -0.85187], [-0.15870, -2.15999, -0.34645], [-0.61739, -3.40179, 0.85390], [1.39191, -5.51897, 1.96222], [1.30512, -3.91479, 2.71988], [2.88348, -4.60769, 2.30218], [2.06306, -5.99691, -0.77817], [3.21904, -4.81270, -1.44426], [1.52500, -4.80377, -1.98473], [-2.65722, -2.10628, 3.97634], [-1.34165, -1.68948, 3.93468], [-0.72555, -1.61448, 2.67931], [0.58795, -1.17380, 2.61152], [1.19780, -0.65002, 3.76524], [0.55539, -0.82027, 5.01431], [1.20424, -0.48141, 6.18448], [-0.71801, -1.35467, 5.12891], [2.38708, 0.14620, 3.54550], [3.02740, 0.92871, 4.49365], [3.99504, 1.83883, 4.08958], [4.30548, 1.96138, 2.73225], [3.69723, 1.11037, 1.81403], [2.78807, 0.19846, 2.22699], [-1.29158, -1.91344, 1.80196], [-1.20674, -1.47056, 6.09211], [2.76361, 0.80226, 5.53644], [4.50481, 2.43922, 4.83815], [5.03400, 2.69077, 2.38623], [3.91195, 1.14138, 0.74943]], "forces_ev_per_a": [[0.52, -0.12, -0.62], [-0.22, 0.09, 0.32], [-0.38, 0.08, 0.22], [-0.09, -0.09, 0.02], [0.01, 0.42, -0.27], [0.15, -0.06, 0.42], [-0.16, -0.26, -0.08], [-0.09, -0.12, -0.03], [0.03, 0.11, 0.30], [-0.22, -0.40, 0.48], [-0.26, 0.23, -0.06], [-0.22, -0.15, 0.03], [0.18, 0.65, -0.09], [0.34, -0.21, -0.24], [0.14, 0.23, 0.02], [-0.07, -0.15, 0.11], [-0.23, -0.01, 0.08], [0.15, 0.11, -0.10], [0.31, 0.02, 0.03], [0.28, 0.14, -0.13], [-0.20, -0.12, -0.18], [0.06, 0.10, 0.15], [0.12, 0.04, 0.00], [-0.19, -0.15, -0.09], [0.06, -0.09, -0.05], [-0.28, 0.06, -0.01], [0.17, -0.31, -0.15], [-0.05, 0.00, 0.00], [0.01, 0.04, 0.04], [0.08, 0.04, 0.11], [-0.45, -0.41, 0.50], [-1.29, 0.38, -1.13], [0.86, 0.10, -0.31], [-0.75, 0.48, -0.64], [-0.15, 0.25, -0.18], [0.15, 0.19, 0.19], [0.18, -0.21, 0.04], [-0.07, -0.07, 0.27], [-0.20, 0.26, 0.67], [1.24, -0.25, -0.19], [-0.34, -1.21, -0.44], [-0.60, -0.01, -0.06], [-0.52, 0.01, 0.48], [0.20, -0.13, -0.08], [-0.19, 0.28, 0.03], [0.19, 0.00, 0.09], [0.47, 0.08, 0.27], [0.18, -0.75, -0.22], [0.07, 0.24, -0.30], [-0.23, 0.08, 0.01], [0.24, -0.29, -0.23], [0.13, -0.04, 0.33], [-0.25, 0.06, -0.12], [-0.13, 0.15, -0.12], [0.07, -0.25, -0.14], [0.11, 0.22, 0.14], [-0.08, -0.37, 0.13], [0.18, -0.03, -0.34], [0.09, 0.22, 0.03], [0.09, -0.12, -0.16], [-0.17, -0.12, 0.01], [0.03, 0.17, -0.12], [-0.20, -0.20, 0.02], [0.19, -0.02, 0.22], [1.60, 0.43, 0.06], [-1.23, -0.15, -0.42], [-0.22, -0.29, 0.73], [-0.57, -0.12, -0.10], [-0.60, -0.68, 0.93], [0.54, 0.10, 0.34], [-0.71, -0.23, -1.22], [0.18, 0.11, -0.28], [0.71, 0.38, -0.77], [0.29, 0.07, 0.14], [-0.08, -0.31, -0.25], [0.09, -0.03, -0.41], [0.02, 0.04, 1.18], [0.90, 1.77, 1.26], [0.09, 0.06, 0.32], [0.10, 0.03, -0.21], [0.05, 0.21, -0.20], [-0.08, 0.00, -0.21], [-0.18, -0.16, 0.08], [0.09, -0.04, 0.15]], "lowdin_charge": [-0.21, -0.17, -0.27, -0.06, 0.11, 0.11, 0.07, 0.08, 0.08, -0.26, -0.06, 0.10, 0.11, 0.07, 0.08, 0.08, -0.29, -0.30, -0.07, 0.12, 0.10, 0.09, 0.08, 0.06, -0.07, 0.11, 0.12, 0.07, 0.08, 0.08, 0.01, 1.00, -0.18, 0.48, 0.01, 0.01, -0.19, -0.18, -0.19, -0.28, 0.40, 0.05, 0.04, -0.16, -0.18, -0.17, 0.04, 0.04, 0.03, 0.02, 0.04, 0.03, 0.02, 0.02, 0.04, 0.05, 0.01, 0.02, 0.05, 0.02, 0.04, 0.04, 0.04, 0.03, 0.06, -0.21, -0.05, -0.14, -0.15, -0.16, 0.05, 0.09, -0.18, 0.03, 0.00, -0.03, -0.07, -0.05, 0.09, 0.15, 0.12, 0.13, 0.12, 0.12], "lumo_ha": [-0.1361, -0.1971], "homo_energy_ev": [-11.65, -11.65], "e_tot_ev": -89948.5325, "fmax_ev_per_a": 2.4, "charge": 1, "orbital_gap_ev": [8.0, 6.3], "multiplicity": 6}


{"formula": "C29H28HfN8O3", "method": "wB97M-V/def2-TZVPD", "symbols": ["Hf", "N", "C", "C", "N", "C", "C", "N", "C", "C", "N", "H", "H", "H", "H", "H", "H", "C", "O", "C", "C", "C", "C", "C", "C", "N", "C", "N", "C", "C", "C", "C", "C", "C", "O", "C", "N", "C", "C", "C", "C", "C", "C", "O", "C", "H", "H", "H", "H", "H", "H", "H", "H", "H", "H", "H", "H", "H", "H", "H", "H", "H", "H", "H", "H", "H", "H", "N", "C"], "positions_angstrom": [[1.85095, -0.80231, -0.35945], [3.51655, -1.87259, 3.59835], [2.26512, -1.71939, 4.14000], [1.45568, -1.33981, 3.11358], [2.19516, -1.25625, 1.96160], [3.44124, -1.58867, 2.28643], [4.46358, -1.61080, 1.26574], [4.12460, -1.34889, 0.00755], [5.27443, -1.41408, -0.73856], [6.31491, -1.72440, 0.08340], [5.78545, -1.83914, 1.34564], [4.32854, -2.17738, 4.11139], [2.05990, -1.88210, 5.18340], [0.39882, -1.13546, 3.12681], [5.26953, -1.23828, -1.80166], [7.35965, -1.87090, -0.12764], [6.31593, -2.07121, 2.17030], [-4.02399, 4.49332, 1.10416], [-3.35431, 3.33261, 0.61705], [-4.05561, 2.49637, -0.18875], [-5.36749, 2.67735, -0.59201], [-5.95833, 1.75800, -1.44953], [-5.24394, 0.67122, -1.92085], [-3.92306, 0.48841, -1.53452], [-3.33578, 1.38690, -0.65759], [-1.97911, 1.32790, -0.23747], [-1.09807, 0.32747, -0.34392], [-1.58901, -0.90865, -0.24913], [-0.98915, -2.18206, -0.37305], [0.38622, -2.40590, -0.45626], [0.80561, -3.74447, -0.57120], [-0.09686, -4.78827, -0.60048], [-1.46110, -4.54237, -0.49710], [-1.91658, -3.24067, -0.37671], [-3.21440, -2.86994, -0.28020], [-4.20894, -3.89464, -0.22487], [0.23184, 0.56401, -0.42205], [0.72908, 1.82970, -0.88159], [0.09870, 2.63450, -1.83087], [0.61468, 3.87617, -2.15878], [1.78430, 4.31985, -1.56586], [2.47320, 3.49608, -0.68931], [1.96047, 2.25386, -0.37029], [2.61919, 1.32067, 0.44832], [3.69382, 1.83642, 1.24296], [-3.30704, 5.01303, 1.73185], [-4.89502, 4.21861, 1.70070], [-4.32780, 5.14459, 0.28272], [-5.93581, 3.52926, -0.24652], [-6.98418, 1.90695, -1.75695], [-5.70679, -0.03035, -2.60067], [-3.35871, -0.34309, -1.93738], [-1.60438, 2.23979, -0.00883], [-2.59321, -0.97095, -0.11654], [1.86509, -3.97468, -0.65167], [0.24693, -5.80809, -0.70978], [-2.15697, -5.36839, -0.52164], [-5.15530, -3.38525, -0.07453], [-4.02262, -4.57027, 0.61101], [-4.24298, -4.45475, -1.16030], [-0.78378, 2.27586, -2.34164], [0.10124, 4.49029, -2.88528], [2.19034, 5.29398, -1.79919], [3.41377, 3.83567, -0.27992], [4.01746, 1.03175, 1.89615], [3.34193, 2.67018, 1.84882], [4.52513, 2.15252, 0.61472], [2.85402, -0.11499, -3.48466], [2.51729, -0.40381, -2.41751]], "forces_ev_per_a": [[0.28, 0.14, 1.05], [0.09, -0.01, -0.09], [-0.21, 0.08, -0.05], [-0.14, -0.02, 0.07], [0.50, -0.03, -0.49], [-0.27, -0.05, 0.33], [0.30, -0.06, -0.28], [-0.47, -0.01, 0.22], [0.13, -0.03, -0.09], [-0.06, 0.07, -0.25], [-0.13, -0.03, 0.11], [0.03, 0.00, 0.00], [0.03, -0.03, -0.01], [0.02, 0.01, 0.02], [-0.01, 0.00, 0.02], [0.00, -0.01, 0.07], [0.01, 0.00, 0.03], [-0.03, 0.12, 0.05], [0.01, -0.03, 0.02], [0.05, -0.09, -0.06], [-0.04, 0.05, 0.04], [0.00, -0.03, -0.01], [-0.07, -0.01, -0.03], [0.02, 0.02, 0.03], [-0.16, -0.11, 0.06], [0.30, 0.40, -0.26], [-0.16, -0.04, 0.39], [0.00, -0.12, -0.08], [0.15, 0.01, -0.01], [-0.28, 0.15, 0.06], [0.18, 0.10, -0.03], [0.06, -0.08, -0.01], [-0.04, 0.06, 0.02], [0.09, -0.02, -0.12], [-0.01, -0.01, 0.03], [-0.10, -0.06, 0.00], [-0.03, -0.40, -0.40], [-0.06, 0.38, 0.23], [0.07, -0.20, -0.02], [0.01, 0.00, -0.02], [0.01, -0.03, 0.00], [0.27, -0.04, 0.07], [-0.42, 0.05, -0.05], [-0.37, 0.06, -0.29], [0.19, -0.07, 0.21], [0.00, -0.01, -0.01], [0.01, -0.02, -0.01], [0.01, -0.03, -0.01], [0.02, -0.03, -0.01], [0.00, -0.01, 0.01], [0.03, 0.00, -0.01], [-0.05, 0.04, -0.04], [0.09, 0.00, -0.03], [0.02, 0.07, 0.10], [0.00, -0.03, -0.01], [0.02, 0.01, 0.02], [-0.01, 0.02, 0.00], [0.02, 0.02, 0.00], [0.01, 0.02, 0.00], [0.04, 0.02, 0.00], [-0.10, 0.01, 0.09], [0.01, -0.01, -0.01], [-0.02, -0.01, -0.04], [-0.02, -0.02, 0.01], [-0.03, -0.02, -0.01], [-0.05, 0.00, -0.04], [-0.02, -0.05, -0.05], [0.05, -0.01, 0.06], [0.20, -0.04, -0.47]], "lowdin_charge": [1.70, 0.15, -0.02, -0.07, 0.01, -0.27, -0.27, -0.01, -0.07, -0.02, 0.15, 0.18, 0.14, 0.13, 0.12, 0.14, 0.18, -0.04, -0.09, -0.22, 0.00, -0.05, -0.07, -0.02, -0.14, 0.16, -0.31, 0.17, -0.17, -0.24, -0.13, -0.06, 0.02, -0.22, -0.09, -0.03, -0.02, -0.23, -0.01, -0.04, -0.04, 0.00, -0.22, -0.24, -0.02, 0.10, 0.10, 0.10, 0.12, 0.12, 0.11, 0.12, 0.15, 0.14, 0.09, 0.12, 0.12, 0.10, 0.10, 0.11, 0.13, 0.12, 0.12, 0.12, 0.08, 0.12, 0.11, 0.05, -0.35], "lumo_ha": -0.2240, "homo_energy_ev": -12.82, "e_tot_ev": -49886.4973, "fmax_ev_per_a": 1.1, "charge": 2, "orbital_gap_ev": 6.7, "multiplicity": 1}


{"formula": "C3H9NO", "method": "wB97M-V/def2-TZVPD", "symbols": ["C", "N", "C", "O", "C", "H", "H", "H", "H", "H", "H", "H", "H", "H"], "positions_angstrom": [[-1.65477, -0.03045, 1.26407], [-0.29474, 0.45005, 1.23988], [0.61233, -0.30438, 0.41464], [0.14851, -0.27875, -0.95649], [1.14746, 0.12046, -1.86296], [-2.23793, 0.12762, 0.35061], [-2.11796, 0.25258, 2.20501], [-1.66638, -1.13316, 1.27490], [-0.19729, 1.43146, 1.01516], [0.60324, -1.35318, 0.70124], [1.59139, 0.15829, 0.53063], [1.95931, -0.61188, -1.92751], [0.64581, 0.28596, -2.81214], [1.69526, 1.03907, -1.59280]], "forces_ev_per_a": [[-0.12, -1.22, -0.19], [0.92, -0.54, 0.02], [-1.40, 0.60, -0.18], [0.80, 0.34, 0.34], [0.40, 0.09, -0.03], [-0.15, 0.78, 0.25], [-0.45, 0.39, -0.27], [0.47, 0.17, 0.30], [-0.30, -0.02, 0.05], [0.18, -0.05, 0.32], [0.21, -0.20, -0.29], [-0.23, -0.34, -0.35], [0.24, -0.16, -0.18], [-0.56, 0.16, 0.23]], "lowdin_charge": [-0.14, -0.11, -0.26, -0.19, -0.14, 0.08, 0.07, 0.08, 0.11, 0.12, 0.12, 0.08, 0.08, 0.08], "lumo_ha": 0.0408, "homo_energy_ev": -8.97, "e_tot_ev": -6793.4670, "smiles": "CNCOC", "fmax_ev_per_a": 1.5, "orbital_gap_ev": 10.1, "multiplicity": 1}